Record 1
The following is a DFT calculation (wB97M-V/def2-TZVPD) of a structure of composition C40H57BClF2N11NdO6 at a distorted geometry.

The geometry in XYZ format:
```
119
Properties=species:S:1:pos:R:3:forces:R:3:mulliken_spin:R:1
Nd -0.790 0.703 0.000 -0.18 -0.12 -0.04 3.01
C -0.941 -0.961 -4.714 0.09 0.44 -0.31 0.00
C -0.358 0.261 -3.971 0.52 -0.57 -0.07 0.00
C -1.458 1.024 -3.294 -0.70 -0.16 -0.40 0.00
C 0.790 -0.200 -3.085 0.11 0.13 -0.06 0.00
C 2.000 -0.695 -3.579 0.25 -0.20 -0.43 0.00
C 2.747 -1.072 -2.480 -0.14 0.43 0.23 0.00
C 4.129 -1.652 -2.483 0.28 0.09 -0.19 0.00
C 5.141 -0.669 -3.116 -0.15 -0.18 0.20 0.00
C 4.143 -3.019 -3.176 0.26 -0.03 -0.05 0.00
N 2.023 -0.762 -1.371 0.12 -0.41 0.08 -0.01
N 0.822 -0.240 -1.756 -0.16 0.03 0.33 0.01
B 2.359 -1.064 0.166 -0.24 0.01 -0.24 -0.01
N 2.539 0.227 0.986 0.80 0.15 0.22 -0.01
N 1.547 1.142 1.156 -0.18 0.24 -0.05 0.00
C 2.050 2.149 1.865 -0.68 0.50 0.15 0.00
C 3.385 1.890 2.167 0.43 -0.17 -0.12 0.00
C 3.682 0.668 1.600 -0.22 -0.12 -0.14 0.00
C 4.991 -0.070 1.825 -0.09 0.08 0.11 0.00
C 5.748 -0.623 0.602 0.30 0.45 0.10 0.00
C 4.766 -1.186 2.856 -0.41 0.14 0.38 0.00
C 1.304 3.365 2.439 0.36 -0.80 0.21 0.00
C 0.220 4.001 1.585 -0.15 0.33 -0.16 0.00
C 0.771 2.978 3.836 -0.53 0.02 -0.09 0.00
N 1.247 -1.949 0.809 -0.08 -0.79 0.00 0.00
N 0.118 -1.431 1.349 -0.25 0.92 -0.42 0.01
C -0.596 -2.418 1.859 0.03 -0.37 0.28 0.00
C 0.091 -3.628 1.670 -0.49 -0.22 0.18 0.00
C 1.233 -3.302 0.996 0.86 -0.03 -0.70 0.00
C 2.318 -4.235 0.486 0.19 0.25 0.31 0.00
C 3.215 -4.706 1.651 0.02 -0.06 -0.74 0.00
C 1.777 -5.440 -0.285 -0.54 0.21 0.01 0.00
C -1.873 -2.199 2.619 -0.12 -0.01 0.43 0.00
C -1.749 -2.782 4.042 0.03 0.48 -0.48 0.00
C -3.122 -2.746 1.932 0.35 -0.08 -0.26 0.00
H -1.730 -0.615 -5.400 0.32 -0.20 0.04 0.00
H -0.164 -1.507 -5.253 -0.11 0.11 -0.14 0.00
H -1.398 -1.669 -4.036 -0.17 -0.11 0.37 0.00
H 0.106 0.916 -4.723 -0.07 -0.11 0.07 0.00
H -1.996 0.413 -2.573 0.10 -0.09 0.24 0.00
H -1.138 1.937 -2.838 0.26 0.44 0.35 0.00
H -2.242 1.275 -4.019 0.18 0.03 0.02 0.00
H 2.302 -0.735 -4.622 -0.08 -0.10 0.28 0.00
H 4.452 -1.817 -1.461 -0.10 0.07 0.12 0.00
H 4.907 -0.424 -4.159 -0.07 -0.07 0.21 0.00
H 5.200 0.255 -2.537 -0.21 0.03 -0.13 0.00
H 6.136 -1.104 -3.080 0.20 -0.16 -0.11 0.00
H 3.947 -2.930 -4.243 -0.08 0.04 -0.09 0.00
H 5.107 -3.528 -3.057 -0.03 0.20 -0.01 0.00
H 3.389 -3.676 -2.750 -0.20 -0.06 0.05 0.00
H 3.383 -1.684 0.221 -0.18 0.14 -0.11 0.00
H 4.057 2.521 2.726 0.00 -0.03 0.03 0.00
H 5.634 0.697 2.289 -0.18 -0.23 -0.14 0.00
H 5.431 -1.634 0.376 -0.04 -0.15 -0.08 0.00
H 5.607 0.001 -0.289 -0.02 -0.11 0.18 0.00
H 6.832 -0.658 0.812 -0.40 0.01 0.00 0.00
H 4.027 -1.896 2.460 0.20 0.17 0.16 0.00
H 5.687 -1.722 3.075 0.16 -0.09 -0.07 0.00
H 4.379 -0.791 3.817 0.11 -0.12 -0.55 0.00
H 2.100 4.103 2.576 -0.04 0.04 0.00 0.00
H -0.721 3.467 1.633 -0.07 -0.44 -0.04 0.00
H -0.055 4.986 1.988 0.35 -0.06 -0.09 0.00
H 0.510 4.078 0.533 -0.06 0.10 0.25 0.00
H 0.062 2.142 3.768 0.29 0.21 -0.07 0.00
H 1.563 2.690 4.527 0.14 0.03 -0.05 0.00
H 0.204 3.808 4.279 0.19 -0.03 -0.07 0.00
H -0.225 -4.609 1.988 0.03 -0.03 -0.03 0.00
H 2.930 -3.672 -0.231 -0.03 -0.04 0.27 0.00
H 2.643 -5.296 2.360 -0.13 -0.15 0.09 0.00
H 4.025 -5.322 1.242 -0.05 0.00 0.18 0.00
H 3.655 -3.877 2.188 0.08 0.20 0.08 0.00
H 1.150 -6.102 0.315 0.00 0.13 0.18 0.00
H 1.167 -5.107 -1.127 0.00 -0.02 -0.04 0.00
H 2.585 -6.043 -0.680 0.32 -0.09 -0.09 0.00
H -1.998 -1.122 2.713 -0.01 0.03 0.02 0.00
H -1.713 -3.861 4.023 0.30 -0.45 -0.08 0.00
H -0.862 -2.372 4.526 -0.02 -0.15 0.17 0.00
H -2.632 -2.537 4.618 -0.16 0.29 0.18 0.00
H -3.032 -3.812 1.702 0.07 0.03 -0.04 0.00
H -3.996 -2.616 2.560 -0.15 0.10 0.22 0.00
H -3.297 -2.187 1.020 -0.12 -0.05 -0.17 0.00
O -3.168 2.911 2.458 0.08 -0.03 -0.38 0.00
Cl -2.813 1.636 3.024 -0.41 0.38 0.50 0.00
O -2.573 1.806 4.430 0.71 -0.35 -0.47 0.00
O -1.556 1.183 2.322 -1.01 0.06 0.65 0.00
O -3.875 0.686 2.844 0.64 -0.04 -0.40 0.00
N -5.144 0.793 -1.180 -0.97 -0.45 0.14 0.00
C -4.034 1.269 -0.417 -0.43 0.50 -0.70 0.01
N -3.192 0.162 -0.308 0.30 -0.82 0.29 -0.01
C -3.717 -0.737 -1.202 0.81 0.06 0.04 0.00
N -4.810 -0.421 -1.804 -0.18 0.41 0.17 0.00
C -2.937 -1.924 -1.560 -0.42 -0.29 -0.01 0.00
C -3.509 -3.036 -2.199 0.55 0.25 -0.04 0.00
N -2.772 -4.083 -2.553 -0.12 0.22 0.20 0.00
C -1.480 -4.011 -2.241 0.36 -0.03 0.07 0.00
C -0.903 -2.914 -1.609 -0.24 -0.94 -0.28 0.01
N -1.640 -1.887 -1.254 -0.32 0.99 0.24 -0.01
H -5.644 1.435 -1.776 0.12 0.00 0.06 0.00
H -4.311 1.806 0.491 0.01 0.01 -0.06 0.00
H -4.558 -3.037 -2.443 -0.18 0.00 0.01 0.00
H -0.865 -4.862 -2.491 0.08 -0.15 -0.13 0.00
H 0.149 -2.897 -1.381 0.20 0.12 0.01 0.00
F -0.198 2.531 -0.919 -0.15 -0.18 0.04 0.00
F -6.375 8.591 0.640 -0.20 0.27 0.11 0.00
C -5.477 7.622 0.372 0.24 0.01 -0.15 0.00
C -4.670 7.760 -0.737 -0.19 0.48 -0.36 0.00
C -3.793 6.732 -1.041 0.04 0.04 -0.03 0.00
C -3.734 5.604 -0.238 0.66 -0.22 0.12 0.00
C -2.888 4.416 -0.638 -0.40 0.52 -0.58 0.00
C -4.488 5.538 0.935 -0.16 0.01 -0.35 0.00
C -5.387 6.549 1.233 0.02 0.15 0.13 0.00
H -4.746 8.648 -1.374 -0.02 -0.35 0.35 0.00
H -3.145 6.833 -1.908 -0.12 -0.18 0.07 0.00
H -2.411 3.958 0.207 0.17 -0.27 0.49 0.00
H -2.119 4.662 -1.387 -0.16 0.03 0.23 0.00
H -4.394 4.677 1.582 0.01 -0.04 0.01 0.00
H -6.003 6.557 2.124 0.02 -0.17 -0.01 0.00
O -3.843 3.526 -1.210 0.26 -0.96 0.09 0.00
O -3.228 2.198 -1.234 0.19 1.10 0.10 0.00
```
Forces are in eV/Å.

The expectation value of S² is 3.752. The value obtained for the HOMO energy (spin up / spin down) is -0.1787 / -0.1790 Eh. The calculation puts the total energy at -3858.40174 hartree. As for the total charge: -1. The value obtained for the HOMO-LUMO gap (spin up / spin down) is 7.02 / 7.03 eV. Its spin multiplicity is 4.

---

Record 2
The following is a DFT calculation (wB97M-V/def2-TZVPD) of the ion C3H5N2O2 with charge +1 at a distorted geometry.

The geometry in XYZ format:
```
12
Properties=species:S:1:pos:R:3:forces:R:3:mulliken_charge:R:1
N -1.663 -0.449 -0.031 -1.39 -0.84 -1.25 -0.29
C -0.280 -0.005 -0.145 -1.55 0.34 0.22 -0.51
C 0.091 1.225 0.177 -1.05 -0.72 -2.13 -0.01
O 1.353 1.546 0.087 1.57 1.50 0.72 -0.12
N 2.354 0.586 0.069 -0.30 0.89 0.03 -0.29
C 2.247 -0.629 -0.025 0.27 1.51 0.12 0.70
O 2.396 -1.755 -0.100 0.19 -2.09 -0.13 -0.31
H -2.477 0.137 -0.201 0.27 1.04 -1.18 0.36
H -1.810 -0.516 0.944 -0.29 -1.71 1.62 0.36
H -1.845 -1.325 -0.620 0.33 1.18 1.52 0.40
H 0.282 -0.869 -0.275 0.98 -0.86 -0.25 0.36
H -0.647 2.054 0.121 0.99 -0.23 0.70 0.35
```
Forces are in eV/Å.

The value obtained for the HOMO energy is -0.5201 Eh. The calculation puts the total energy at -376.88816 hartree. As for the total charge: +1. The value obtained for the HOMO-LUMO gap is 9.81 eV. The structure (SMILES) is [NH3+]/C=C/ON=C=O.

---

Record 3
The following is a DFT calculation (wB97M-V/def2-TZVPD) of a cluster of 2 separate species, C2H3NO2 in total at a distorted geometry.

The geometry in XYZ format:
```
8
Properties=species:S:1:pos:R:3:forces:R:3:mulliken_charge:R:1
C 0.883 -1.414 -0.140 0.75 0.25 -0.09 -0.25
C -1.838 1.845 -0.264 0.03 0.34 -0.53 0.11
N 0.009 -0.715 0.428 -1.18 0.14 0.45 -0.31
O 0.372 0.575 0.781 0.51 -0.16 -0.05 -0.34
O -1.496 2.274 -1.249 -0.22 -0.19 0.36 -0.13
H 1.898 -1.089 -0.364 -0.05 0.20 0.07 0.29
H 0.594 -2.418 -0.401 -0.14 -0.13 -0.04 0.27
H -0.422 0.942 1.208 0.32 -0.45 -0.18 0.37
```
Forces are in eV/Å.

The value obtained for the HOMO energy is -0.3800 Eh. The calculation puts the total energy at -283.16292 hartree. As for the total charge: 0. The value obtained for the HOMO-LUMO gap is 11.46 eV.

---

Record 4
The following is a DFT calculation (wB97M-V/def2-TZVPD) of the molecule C5H7NO.

The geometry in XYZ format:
```
14
Properties=species:S:1:pos:R:3:forces:R:3:mulliken_charge:R:1
O -1.991 2.055 0.172 0.15 0.17 0.12 -0.51
C -2.428 0.746 0.487 -0.21 -0.32 0.03 -0.44
C -1.314 -0.195 0.294 0.56 -0.16 -0.03 0.23
C -0.194 -0.643 0.228 -0.51 0.37 0.03 -0.22
C 1.235 -0.840 0.295 -0.04 -0.13 0.21 -0.09
C 2.094 -1.185 -0.861 0.11 -0.15 -0.23 -0.32
N 2.054 0.187 -0.370 0.02 0.23 -0.03 -0.58
H -1.095 2.128 0.527 -0.16 0.17 -0.08 0.31
H -2.765 0.676 1.530 0.02 0.02 -0.12 0.24
H -3.292 0.545 -0.149 0.13 -0.10 -0.01 0.28
H 1.591 -1.116 1.281 0.04 0.03 -0.03 0.32
H 1.629 -1.412 -1.814 -0.01 -0.01 0.12 0.27
H 3.038 -1.686 -0.656 -0.23 -0.03 -0.10 0.24
H 1.439 0.742 -0.965 0.14 -0.09 0.11 0.26
```
Forces are in eV/Å.

The value obtained for the HOMO energy is -0.3444 Eh. The calculation puts the total energy at -324.59342 hartree. As for the total charge: 0. The value obtained for the HOMO-LUMO gap is 10.26 eV. The structure (SMILES) is OCC#C[C@H]1CN1.